{
  "formula": "C3H4NO2",
  "method": "ωB97M-V/def2-TZVPD",
  "total_charge": 1,
  "total_energy_ha": -321.4721,
  "de_lowest_kj_mol": 510.2,
  "spin_multiplicity": 1,
  "lumo_energy_ev": -6.0,
  "species": ["C", "C", "C", "H", "O", "H", "N", "O", "H", "H"],
  "coordinates": [[2.37920, -0.48798, 0.05374], [-2.37595, 0.08557, 0.18142], [-0.95116, -0.12015, 0.15580], [-2.69198, 0.53610, -0.79250], [-1.69990, -1.14207, -0.08554], [2.97326, -1.37272, -0.03069], [0.20118, 0.43237, 0.15717], [1.20689, -0.64688, 0.27978], [-2.75305, 0.10160, 1.21775], [2.50781, 0.55192, -0.15928]],
  "forces_ev_per_a": [[-0.1, 2.0, -0.9], [0.2, 1.9, -0.6], [0.2, 0.8, -0.5], [-0.8, -0.1, 1.5], [1.4, -2.6, 0.2], [0.8, -0.3, 0.4], [0.4, 0.1, 1.1], [-3.3, -3.1, 0.1], [-0.7, 0.5, -1.0], [1.8, 0.7, -0.4]]
}